DFT (ωB97M-V/def2-TZVPD) results for a cluster of 7 separate species, C49H107BF5N4O8S in total.

Values from the calculation:
Total charge ... +1
HOMO-LUMO gap ... 7.94 eV

Geometry as XYZ:
```
175
C49H107BF5N4O8S | OMol25 | ωB97M-V/def2-TZVPD
C 6.812 -1.237 -1.100
C 5.652 -1.345 -2.223
S 4.698 0.267 -2.308
C 3.326 0.001 -3.526
C 1.843 0.477 -3.154
C 1.984 1.935 -2.514
F 2.399 1.968 -1.145
F 0.747 2.680 -2.448
C 2.940 3.013 -3.213
F 4.134 3.294 -2.489
F 3.216 2.860 -4.578
F 2.334 4.322 -3.182
N 0.961 0.767 -4.375
C 1.366 0.180 -5.694
C 0.542 0.933 -6.888
N -0.143 0.257 -7.767
C -0.500 0.526 -4.227
C -1.202 0.386 -2.812
C -2.184 1.625 -2.427
C -3.517 1.114 -1.637
C -3.985 2.412 -0.768
C -4.240 3.691 -1.723
N -3.184 4.746 -1.605
C -2.950 5.465 -2.861
C -1.874 5.039 -3.975
O -3.605 6.513 -3.119
C -0.315 -0.177 -1.604
B -0.403 0.622 -0.190
C -0.822 -0.144 1.222
O -0.241 2.026 0.065
C 1.115 -0.639 -2.178
C 2.008 -1.078 -0.919
C 1.382 -2.274 -0.011
C 1.066 -2.060 -3.002
C -0.286 -2.820 -3.246
C -0.241 -4.293 -2.539
C -1.125 -5.332 -3.435
N -0.123 -5.967 -4.384
H 6.325 -0.974 -0.103
H 7.431 -2.186 -1.009
H 7.464 -0.346 -1.421
H 6.062 -1.561 -3.269
H 4.999 -2.229 -1.913
H 3.771 0.510 -4.462
H 3.426 -1.116 -3.797
H 1.016 1.779 -4.643
H 2.424 0.361 -6.048
H 1.110 -0.909 -5.872
H 0.573 2.084 -6.967
H -0.589 0.912 -8.439
H -0.760 -0.406 -4.858
H -1.089 1.372 -4.750
H -2.026 -0.411 -2.997
H -1.677 2.505 -1.940
H -2.622 2.030 -3.420
H -4.332 0.865 -2.392
H -3.291 0.262 -0.917
H -3.051 2.688 -0.144
H -4.845 2.185 -0.063
H -4.283 3.393 -2.837
H -5.227 4.184 -1.389
H -2.315 4.405 -1.176
H -0.801 4.996 -3.564
H -2.090 4.018 -4.446
H -1.836 5.785 -4.849
H -0.820 -1.167 -1.269
H -1.558 0.511 1.818
H -1.371 -1.130 1.021
H 0.106 -0.263 1.874
H 0.273 2.139 0.891
H 2.968 -1.589 -1.309
H 2.355 -0.279 -0.206
H 0.401 -2.688 -0.402
H 1.280 -1.896 1.072
H 2.097 -3.176 0.067
H 1.805 -2.838 -2.573
H 1.520 -1.945 -4.062
H -0.424 -3.083 -4.365
H -1.272 -2.378 -2.923
H -0.644 -4.269 -1.469
H 0.803 -4.741 -2.518
H -1.943 -4.785 -4.004
H -1.498 -6.163 -2.747
H -0.017 -6.963 -4.163
H -0.471 -5.886 -5.347
C -3.692 4.115 5.685
C -3.036 3.151 4.714
O -3.776 2.963 3.515
C -3.972 4.116 2.708
C -2.676 4.717 2.193
H -4.734 3.836 5.862
H -3.159 4.120 6.639
H -3.689 5.138 5.297
H -2.967 2.169 5.188
H -2.010 3.457 4.484
H -4.569 4.861 3.244
H -4.572 3.794 1.853
H -2.086 5.149 3.005
H -2.884 5.512 1.472
H -2.059 3.954 1.711
C 5.069 -4.569 -7.256
C 5.157 -3.326 -6.390
O 6.344 -3.259 -5.613
C 7.569 -3.208 -6.335
C 7.697 -1.980 -7.220
H 5.245 -5.468 -6.661
H 4.085 -4.641 -7.725
H 5.817 -4.553 -8.054
H 4.326 -3.337 -5.678
H 5.041 -2.416 -6.989
H 7.712 -4.127 -6.911
H 8.365 -3.184 -5.586
H 6.986 -2.011 -8.050
H 8.701 -1.918 -7.643
H 7.495 -1.069 -6.650
C -2.730 -0.933 6.647
C -2.202 -1.930 5.632
O -1.341 -1.348 4.661
C -0.147 -0.757 5.152
C 0.772 -1.747 5.844
H -3.171 -0.067 6.145
H -3.487 -1.398 7.281
H -1.932 -0.563 7.296
H -3.047 -2.348 5.079
H -1.706 -2.772 6.126
H -0.379 0.091 5.804
H 0.373 -0.346 4.281
H 0.337 -2.109 6.779
H 1.730 -1.278 6.081
H 0.952 -2.618 5.208
C -4.010 11.956 -4.423
C -4.253 12.216 -2.947
O -5.468 11.660 -2.468
C -5.588 10.246 -2.548
C -4.549 9.505 -1.725
H -4.880 12.247 -5.016
H -3.139 12.516 -4.772
H -3.823 10.896 -4.616
H -4.328 13.295 -2.790
H -3.410 11.872 -2.340
H -5.570 9.919 -3.593
H -6.581 10.000 -2.162
H -3.546 9.636 -2.137
H -4.766 8.434 -1.711
H -4.532 9.877 -0.697
C 1.106 -3.542 10.685
C -0.344 -3.289 10.313
O -0.700 -3.808 9.039
C -0.590 -5.216 8.879
C -1.497 -6.001 9.809
H 1.774 -3.213 9.884
H 1.364 -3.010 11.603
H 1.296 -4.606 10.852
H -0.508 -2.209 10.260
H -1.022 -3.669 11.083
H 0.454 -5.531 8.983
H -0.878 -5.431 7.846
H -1.184 -5.901 10.850
H -1.477 -7.064 9.555
H -2.527 -5.640 9.741
C 1.979 -7.136 6.453
C 1.862 -5.856 5.643
O 2.178 -6.028 4.268
C 1.350 -6.922 3.540
C -0.105 -6.486 3.483
H 2.950 -7.610 6.290
H 1.860 -6.927 7.518
H 1.210 -7.860 6.167
H 2.578 -5.130 6.036
H 0.870 -5.406 5.754
H 1.443 -7.938 3.935
H 1.748 -6.947 2.521
H -0.577 -6.545 4.467
H -0.669 -7.128 2.803
H -0.186 -5.451 3.143
```

---

DFT (ωB97M-V/def2-TZVPD) results for a cluster of 13 separate species, C49H107O32P3 in total.

Values from the calculation:
Total charge ... +1
HOMO-LUMO gap (alpha / beta) ... 7.71 / 2.20 eV
Spin multiplicity ... 2

Geometry as XYZ:
```
191
C49H107O32P3 | OMol25 | ωB97M-V/def2-TZVPD
C -7.016 -2.680 -3.011
O -5.774 -2.814 -2.444
P -5.128 -4.248 -2.032
O -3.977 -4.137 -1.144
O -6.460 -4.962 -1.475
C -6.480 -5.815 -0.346
O -4.840 -4.964 -3.474
C -3.783 -4.633 -4.292
H -7.463 -3.634 -3.291
H -6.941 -1.933 -3.801
H -7.601 -2.209 -2.221
H -7.238 -5.408 0.323
H -5.535 -5.957 0.178
H -6.799 -6.803 -0.679
H -3.274 -3.795 -3.816
H -4.227 -4.374 -5.254
H -2.990 -5.335 -4.549
C -7.250 2.831 2.298
O -6.204 2.042 2.581
P -4.609 2.427 2.583
O -3.660 1.307 3.042
O -4.650 3.787 3.469
C -4.213 3.843 4.803
O -4.406 2.912 1.058
C -3.266 2.568 0.295
H -6.902 3.673 1.700
H -7.763 3.194 3.189
H -7.943 2.253 1.686
H -3.836 2.865 5.102
H -4.989 4.224 5.467
H -3.453 4.607 4.641
H -3.459 1.716 -0.356
H -2.407 2.467 0.957
H -2.969 3.374 -0.377
C -2.035 -0.867 -1.692
O -0.612 -0.708 -1.834
P 0.153 0.425 -0.993
O -0.225 1.824 -1.345
O 1.737 0.111 -1.299
C 2.292 0.437 -2.556
O -0.022 -0.059 0.550
C 0.482 0.666 1.600
H -2.590 -0.806 -2.628
H -2.420 -0.100 -1.020
H -2.359 -1.788 -1.206
H 1.617 0.969 -3.226
H 2.520 -0.510 -3.045
H 3.207 1.027 -2.590
H 1.330 0.173 2.076
H -0.333 0.715 2.322
H 0.687 1.714 1.384
O 3.638 -0.763 6.627
C 3.736 -1.766 5.888
O 3.862 -1.797 4.506
C 4.110 -0.613 3.760
C 5.614 -0.273 3.957
C 3.599 -3.118 6.507
H 3.471 0.217 4.060
H 3.944 -0.973 2.745
H 5.979 0.699 3.625
H 6.263 -1.061 3.574
H 5.937 -0.191 4.995
H 4.149 -3.876 5.950
H 2.557 -3.432 6.432
H 3.942 -3.212 7.538
O 3.374 1.987 2.324
C 4.231 2.502 1.639
O 4.613 3.782 1.647
C 4.117 4.687 2.670
C 5.093 4.861 3.821
C 4.846 1.709 0.499
H 3.183 4.337 3.111
H 3.818 5.609 2.172
H 4.729 5.253 4.771
H 5.931 5.507 3.561
H 5.565 3.885 3.935
H 5.090 0.710 0.860
H 5.704 2.182 0.021
H 4.047 1.688 -0.243
O -0.232 -0.616 6.669
C -0.995 -1.624 6.675
O -1.875 -1.983 5.716
C -2.188 -1.192 4.572
C -1.446 -1.755 3.375
C -1.005 -2.624 7.826
H -1.995 -0.128 4.704
H -3.275 -1.252 4.512
H -0.381 -1.560 3.497
H -1.819 -1.407 2.412
H -1.501 -2.841 3.450
H -0.067 -3.177 7.874
H -1.828 -3.328 7.704
H -1.149 -2.029 8.728
O -1.071 1.664 -5.406
C -1.062 0.462 -5.239
O -2.216 -0.355 -5.220
C -3.542 0.125 -5.347
C -4.555 -0.980 -5.139
C 0.189 -0.330 -5.024
H -3.572 0.416 -6.397
H -3.731 1.041 -4.788
H -4.435 -1.892 -5.723
H -5.582 -0.671 -5.337
H -4.450 -1.460 -4.166
H 0.233 -0.667 -3.989
H 1.104 0.236 -5.197
H 0.184 -1.196 -5.685
O 0.111 5.473 4.375
C -0.308 4.716 3.531
O -0.560 3.380 3.695
C -0.512 2.757 4.964
C 0.973 2.262 5.140
C -0.702 5.179 2.160
H -1.272 1.976 4.988
H -0.632 3.428 5.814
H 1.618 3.129 4.994
H 1.337 1.606 4.349
H 1.177 1.883 6.141
H 0.106 4.977 1.458
H -0.953 6.239 2.199
H -1.475 4.635 1.617
O 6.602 -0.613 -1.297
C 6.088 -1.587 -0.854
O 6.686 -2.753 -0.551
C 8.060 -2.924 -0.793
C 8.479 -4.202 -0.112
C 4.592 -1.665 -0.774
H 8.630 -2.102 -0.362
H 8.149 -2.870 -1.878
H 9.449 -4.542 -0.473
H 7.823 -5.018 -0.416
H 8.542 -4.136 0.974
H 4.167 -2.263 -1.580
H 4.118 -0.684 -0.768
H 4.268 -2.148 0.148
O 2.125 -3.458 -2.825
C 0.952 -3.743 -2.590
O 0.381 -4.019 -1.379
C 1.208 -4.272 -0.285
C 1.108 -3.116 0.752
C 0.023 -3.599 -3.671
H 2.242 -4.438 -0.586
H 0.714 -5.129 0.174
H 1.637 -3.331 1.680
H 0.089 -2.868 1.048
H 1.529 -2.212 0.310
H 0.429 -3.525 -4.680
H -0.631 -2.752 -3.465
H -0.494 -4.544 -3.504
O 2.235 -0.851 -8.394
C 2.190 -1.868 -7.706
O 2.924 -2.196 -6.625
C 3.998 -1.341 -6.246
C 4.658 -2.080 -5.020
C 1.216 -2.915 -8.007
H 3.744 -0.311 -5.994
H 4.761 -1.256 -7.020
H 4.988 -3.072 -5.329
H 3.915 -2.174 -4.228
H 5.509 -1.465 -4.728
H 1.887 -3.753 -8.197
H 0.675 -2.788 -8.944
H 0.535 -3.233 -7.217
O -5.616 0.990 -1.877
C -6.441 0.901 -1.003
O -6.305 0.125 0.108
C -5.223 -0.765 0.200
C -5.320 -1.710 1.428
C -7.808 1.586 -1.113
H -4.248 -0.280 0.255
H -5.140 -1.304 -0.744
H -6.341 -2.080 1.517
H -5.180 -1.280 2.419
H -4.598 -2.517 1.303
H -8.593 1.261 -0.430
H -8.277 1.433 -2.085
H -7.736 2.668 -1.008
O 1.228 6.546 -0.674
C 1.710 5.814 -1.521
O 2.999 5.608 -1.833
C 4.071 6.328 -1.200
C 4.240 7.805 -1.624
C 0.835 4.975 -2.492
H 4.959 5.719 -1.365
H 3.873 6.317 -0.129
H 5.168 8.204 -1.215
H 3.423 8.444 -1.288
H 4.406 7.921 -2.695
H 1.040 5.445 -3.454
H -0.229 5.051 -2.267
H 1.192 3.947 -2.543
```